The following is a DFT calculation (ωB97M-V with the def2-TZVPD basis set) of 10 unconnected molecules or ions with the total composition C48H54F2N10O5.

Values from the calculation:
E_LUMO: -0.5 eV
Kohn-Sham gap: 7.576 eV
HOMO energy: -8.0875 eV
Max |F|: 3.223 eV/Å
Energy above the lowest of the compared OMol25 structures with the same formula, charge and spin: 53.2 kcal/mol
Total energy: -81220.629 eV
SMILES string: O=C1O[C@H](Cc2ccccc2)[C@@H](N(C(=O)F)C(=O)F)O1.c1cc[nH]c1.c1cc[nH]c1.c1cc[nH]c1.c1cc[nH]c1.c1cc[nH]c1.c1cc[nH]c1.c1cc[nH]c1.c1cc[nH]c1.c1cc[nH]c1

Geometry as XYZ:
```
119
Properties=species:S:1:pos:R:3:forces:R:3
O 4.15429 -1.33803 2.18590 -0.471 0.705 -0.510
C 3.00494 -1.14404 2.01820 -2.524 -0.677 -0.014
O 1.98810 -2.13935 2.13834 1.429 1.320 0.785
C 0.97190 -1.40567 2.85558 -1.385 -0.697 -0.134
C -0.28911 -2.32587 3.09060 -0.016 -0.055 -0.225
C -1.59272 -1.82398 2.40506 -2.507 0.937 -0.138
C -2.58638 -1.11968 3.25343 -0.984 -0.150 -2.177
C -3.87182 -0.63937 2.71336 1.238 -1.001 -1.158
C -4.24802 -0.83053 1.30362 2.899 -1.109 0.867
C -3.26100 -1.51638 0.43888 0.355 0.370 2.586
C -1.94770 -2.01240 0.99797 -1.810 1.108 0.658
C 0.87646 -0.17128 1.90527 0.748 -1.983 -0.595
N 0.08515 0.93871 2.44042 1.442 0.911 -1.256
C -0.61916 1.67109 1.40663 -0.646 0.598 -0.323
O -0.19146 1.91986 0.33376 -0.351 -0.259 0.331
F -1.88529 2.08160 1.76046 2.080 -0.841 0.229
C 0.84340 1.80412 3.33082 -0.508 0.842 2.352
O 0.50042 1.89871 4.46699 0.422 -0.186 -0.651
F 1.91236 2.55918 2.94042 -1.498 -1.449 -0.865
O 2.31563 0.03976 1.72667 1.045 -0.007 0.893
H 1.36008 -1.14888 3.87906 -0.137 0.257 -0.973
H -0.43522 -2.39424 4.20809 -0.097 0.181 -1.237
H -0.01320 -3.37659 2.77506 -0.308 1.209 0.086
H -2.40681 -0.94783 4.34083 0.032 -0.242 -1.073
H -4.60248 -0.13789 3.39299 0.847 -0.498 -0.598
H -5.24156 -0.48179 0.91829 1.236 -0.419 0.385
H -3.55506 -1.67834 -0.62428 0.626 0.004 0.990
H -1.24604 -2.55169 0.31532 -0.734 0.484 0.657
H 0.59267 -0.47931 0.85666 -0.653 0.454 1.402
C -1.94306 -6.04979 -1.29663 0.272 -0.030 0.061
C -3.19422 -5.68042 -1.84610 -0.106 0.091 0.085
C -3.00366 -4.51028 -2.53440 -0.535 0.210 -0.209
N -1.69824 -4.15559 -2.42164 0.303 0.134 -0.044
C -1.03855 -5.08864 -1.67115 0.212 -0.089 0.204
H -1.72947 -6.91755 -0.69272 0.000 0.045 -0.059
H -4.12912 -6.20886 -1.74459 0.059 0.056 0.112
H -3.69283 -3.89639 -3.09323 -0.011 -0.063 0.040
H -1.28261 -3.33221 -2.82360 -0.062 -0.076 0.016
H 0.01574 -4.98637 -1.46457 -0.062 -0.029 0.084
C 2.69111 2.52322 -1.46471 -0.031 0.121 -0.140
C 3.57173 1.82733 -0.59534 0.149 -0.063 0.081
C 4.83962 1.97400 -1.09679 0.051 -0.024 -0.039
N 4.75818 2.72752 -2.23719 -0.067 0.007 0.067
C 3.45314 3.07062 -2.46551 0.004 0.019 -0.094
H 1.62063 2.61319 -1.36655 0.058 -0.020 -0.012
H 3.30583 1.28225 0.29607 0.095 0.169 -0.170
H 5.79003 1.60769 -0.74271 -0.074 0.000 0.005
H 5.53677 2.98896 -2.81667 -0.084 -0.016 0.069
H 3.18047 3.67149 -3.31841 -0.010 -0.032 0.060
C 8.89981 -3.28988 0.29948 0.082 -0.126 0.008
C 7.96526 -2.23399 0.46067 -0.110 0.024 0.053
C 6.92987 -2.71602 1.22020 -0.144 0.061 0.019
N 7.20182 -4.02375 1.51973 0.106 0.074 -0.052
C 8.40308 -4.37963 0.96663 0.005 -0.102 -0.008
H 9.83159 -3.25390 -0.24328 -0.048 -0.015 0.040
H 8.04360 -1.23336 0.06487 -0.011 -0.053 0.035
H 6.02555 -2.24425 1.57153 0.192 -0.066 -0.073
H 6.61107 -4.62893 2.06262 0.066 0.084 -0.042
H 8.79777 -5.37491 1.09457 0.002 0.066 -0.031
C -5.51789 4.91188 -0.35346 -0.014 0.091 -0.125
C -4.61654 4.22480 0.50096 0.129 -0.049 0.061
C -3.36085 4.37147 -0.02733 0.103 -0.052 0.010
N -3.46881 5.11724 -1.17174 -0.029 0.054 0.097
C -4.78093 5.45496 -1.37372 -0.060 0.053 -0.087
H -6.58629 4.99906 -0.23252 0.065 0.004 -0.016
H -4.86177 3.68452 1.40205 0.034 0.033 -0.047
H -2.40240 4.01041 0.30906 -0.087 -0.026 -0.016
H -2.70417 5.37703 -1.77059 -0.196 -0.091 -0.113
H -5.07451 6.04910 -2.22422 -0.010 -0.049 0.053
C -6.37326 -8.33769 -4.65016 -0.091 0.048 0.132
C -5.40184 -8.68483 -5.62259 0.134 -0.030 -0.105
C -4.26403 -7.97453 -5.33442 -0.010 0.065 0.014
N -4.51250 -7.20856 -4.22817 -0.007 -0.120 -0.190
C -5.79427 -7.42805 -3.80183 0.047 0.069 0.008
H -7.38229 -8.71290 -4.57904 0.060 0.021 0.004
H -5.52257 -9.37753 -6.44087 0.013 0.035 0.053
H -3.30181 -7.94740 -5.82078 -0.070 -0.020 -0.003
H -3.85350 -6.58042 -3.79365 -0.079 -0.152 -0.082
H -6.18359 -6.91828 -2.93455 -0.028 -0.040 -0.060
C 0.84214 8.35240 0.05963 -0.127 0.083 -0.019
C 1.68110 7.20827 0.09294 0.027 -0.141 -0.010
C 0.89909 6.11925 -0.19333 0.005 -0.121 0.022
N -0.38206 6.56182 -0.39384 0.107 0.013 -0.059
C -0.42295 7.92236 -0.24641 -0.099 0.064 0.029
H 1.13381 9.37558 0.23863 -0.029 -0.052 -0.032
H 2.73910 7.18640 0.30245 -0.064 -0.017 -0.017
H 1.14169 5.07062 -0.27059 0.048 0.065 -0.004
H -1.16978 5.97848 -0.61559 0.133 0.135 0.212
H -1.34697 8.46424 -0.37047 0.071 -0.007 -0.015
C 2.27617 -1.72098 9.00052 -0.023 0.149 0.039
C 2.44168 -2.72988 8.01736 0.003 -0.094 -0.135
C 2.19924 -2.15440 6.79713 -0.074 0.037 -0.077
N 1.88866 -0.83556 7.00651 0.036 -0.075 -0.015
C 1.93889 -0.56377 8.34665 -0.049 0.053 0.025
H 2.39256 -1.83081 10.06727 -0.001 0.015 -0.065
H 2.70916 -3.76133 8.18585 -0.010 0.063 -0.019
H 2.21939 -2.56733 5.80037 0.042 -0.027 0.068
H 1.66001 -0.16958 6.28803 0.031 0.006 0.132
H 1.72946 0.42657 8.71779 0.013 -0.069 -0.002
C 2.54932 -7.43399 -5.20555 0.113 0.099 0.056
C 1.28167 -7.97744 -5.53714 -0.156 -0.015 -0.018
C 0.33377 -7.22796 -4.88924 -0.084 0.001 0.031
N 0.98017 -6.25536 -4.17555 0.111 -0.027 -0.141
C 2.33107 -6.37115 -4.36724 0.028 0.031 0.050
H 3.51252 -7.78223 -5.54428 -0.054 0.027 0.025
H 1.08660 -8.82244 -6.17886 0.003 0.052 0.040
H -0.74199 -7.30274 -4.87291 0.064 -0.030 0.015
H 0.53197 -5.56411 -3.60056 -0.027 -0.141 -0.056
H 3.01776 -5.68983 -3.89049 -0.009 -0.061 -0.038
C -1.64393 13.18902 -1.69208 0.055 0.058 0.135
C -2.39192 12.33740 -2.54483 -0.092 -0.119 -0.056
C -2.83797 11.28757 -1.78434 -0.012 -0.086 -0.007
N -2.38427 11.47007 -0.50543 -0.014 0.046 -0.053
C -1.65989 12.62980 -0.44034 0.060 -0.009 0.064
H -1.15069 14.10870 -1.96523 -0.030 -0.053 0.025
H -2.58209 12.47890 -3.59729 0.005 -0.014 0.064
H -3.43628 10.42799 -2.04143 0.032 0.061 -0.013
H -2.55689 10.84914 0.26615 0.007 0.093 -0.063
H -1.21876 12.95456 0.48835 -0.009 -0.001 -0.071
```
Positions in Å, forces in eV/Å.

Here are the Mulliken charges for atoms 1 to 6, given in e: number 1, O, carries -0.558; number 2, C, carries 0.434; number 3, O, carries -0.486; number 4, C, carries 0.940; number 5, C, carries -1.381; number 6, C, carries 0.528

The following is a DFT calculation (ωB97M-V with the def2-TZVPD basis set) of a molecular structure, C48H55CaClIN8O3Se.

Values from the calculation:
E_LUMO (spin up / spin down): 1.1 / 1.0 eV
Kohn-Sham gap (spin up / spin down): 2.831 / 2.445 eV
Charge: -1
HOMO energy (spin up / spin down): -1.7004 / -1.4812 eV
Max |F|: 4.060 eV/Å
Energy above the lowest of the compared OMol25 structures with the same formula, charge and spin: 68.0 kcal/mol
Total energy: -173137.699 eV

Geometry as XYZ:
```
118
Properties=species:S:1:pos:R:3:forces:R:3
Ca -1.18430 0.62212 -1.08602 -1.336 -0.983 0.137
I -4.20680 2.15954 0.46530 0.055 0.002 -0.521
C -4.66194 3.48509 -1.14588 -1.773 -0.021 2.000
C -5.80928 4.27151 -1.02457 0.960 -1.305 1.525
C -5.98106 5.32193 -1.90080 -0.478 0.579 -0.062
C -5.07596 5.57373 -2.90472 0.032 0.189 0.154
C -4.02445 4.69117 -3.12483 1.218 -1.512 0.196
C -3.06777 4.82147 -4.20004 -0.748 0.488 0.511
C -2.14493 3.86597 -4.49159 -0.301 -0.015 0.370
C -2.16803 2.67648 -3.70103 0.836 -0.002 -0.995
C -2.84469 2.56242 -2.53201 0.186 -1.052 1.291
C -3.81481 3.56816 -2.21023 1.151 0.832 -2.498
H -6.44668 4.08714 -0.12805 0.350 0.404 -1.030
H -6.82589 5.95769 -1.69748 -0.148 0.390 -0.282
H -5.09425 6.48297 -3.47960 -0.382 0.199 -0.323
H -3.16088 5.72052 -4.77697 0.165 0.428 -0.377
H -1.37515 4.04403 -5.25169 -0.454 -0.204 0.026
H -1.57144 1.82431 -4.06814 -0.129 0.523 0.243
Se -1.77948 -1.37467 1.13579 -2.795 0.232 -0.417
C 2.12893 7.18753 3.57676 -0.416 0.022 0.274
C 1.42153 6.27709 2.60475 0.330 -0.424 -0.576
C 2.22242 5.26922 2.04062 -2.248 -0.757 -0.542
C 1.69850 4.28276 1.19108 -1.190 1.439 0.159
C 2.60344 3.20467 0.75428 0.173 -0.873 0.071
C 0.33174 4.42732 0.76199 0.981 0.078 1.332
C -0.30596 3.48720 -0.09335 0.715 -2.836 -1.639
O 0.19110 2.34172 -0.43585 -1.257 3.710 1.069
C -0.48183 5.45424 1.30592 1.171 0.586 -0.632
C -1.87889 5.69713 0.84571 -0.690 0.075 -0.067
C 0.08162 6.37470 2.19723 -0.207 -0.032 0.420
H 1.54469 7.33031 4.50933 0.366 -0.121 -0.481
H 2.27034 8.17848 3.12550 0.128 -0.179 0.160
H 3.10397 6.71888 3.80624 -0.464 0.567 0.078
H 3.21674 5.11508 2.34185 1.217 0.171 0.495
H 3.50366 3.26688 1.35448 0.187 -0.282 0.190
H 2.93014 3.34469 -0.26409 -0.057 0.046 -0.611
H 2.14828 2.20266 0.80386 0.238 0.436 0.120
H -1.28035 3.81919 -0.52330 0.404 -0.671 0.196
H -2.55602 4.88078 1.09112 -0.043 -0.158 0.079
H -2.01908 5.87993 -0.23396 0.386 -0.071 0.346
H -2.22487 6.57585 1.37498 -0.333 0.189 -0.028
H -0.60255 7.15062 2.59600 0.723 -0.437 -0.150
C -1.28476 -3.02419 -2.10750 -1.206 0.785 -1.584
C -2.36681 -2.12906 -2.71371 -0.531 -2.065 -0.307
N -2.56771 -0.86203 -2.52071 -1.094 -0.015 -0.830
C -3.81222 -0.57132 -3.14879 1.171 1.547 0.980
C -4.32965 -1.64436 -3.72191 2.340 -2.030 0.308
N -3.37411 -2.69207 -3.52573 -0.370 1.043 1.154
C -3.54733 -4.06552 -3.98255 0.684 0.711 0.206
N -4.82999 -4.62432 -3.59377 -1.352 -1.040 1.572
N -5.29400 -5.64713 -4.36538 -2.231 0.162 1.379
N -6.36282 -6.19444 -3.78767 2.232 0.919 -0.452
C -6.51165 -5.61521 -2.53496 0.234 0.748 -0.416
C -7.46591 -5.86447 -1.53756 -0.454 0.387 1.336
C -7.33202 -5.21089 -0.30306 1.331 -0.035 -1.600
C -6.26074 -4.29539 -0.09848 -0.538 0.375 -1.732
C -5.42084 -3.87247 -1.11990 -0.787 -2.325 -1.187
C -5.55227 -4.60652 -2.35067 1.070 0.119 -0.624
H -0.54755 -2.36150 -1.72061 0.604 0.125 0.504
H -0.89242 -3.59065 -2.95593 0.323 -0.283 0.257
H -1.68147 -3.66455 -1.32214 -0.012 0.123 0.049
H -4.19588 0.44176 -3.10718 0.106 -0.224 0.086
H -5.22432 -1.88268 -4.17559 -1.650 -0.081 -0.985
H -2.72488 -4.69335 -3.58539 -0.387 0.465 -0.226
H -3.52016 -4.05096 -5.08230 -0.076 -0.381 0.358
H -8.33301 -6.49428 -1.71140 0.299 -0.170 -0.094
H -7.98131 -5.36556 0.53060 -0.545 -0.279 0.128
H -6.24178 -3.73469 0.79154 0.288 0.331 1.198
H -4.63957 -3.17980 -0.98575 0.681 0.972 0.338
C 3.73742 -5.48770 1.19673 -1.089 0.547 0.784
C 4.55351 -4.37022 1.93846 0.653 0.549 -0.282
C 5.83445 -5.06562 2.48735 -0.224 -0.797 -0.262
C 3.73304 -3.80875 3.11522 -0.546 -0.725 -0.258
C 4.97454 -3.05792 1.02936 -0.796 -1.241 -1.154
O 6.10129 -3.47521 0.14981 -0.539 0.285 0.755
C 5.45662 -1.85089 1.88218 1.049 -0.535 -0.243
C 4.58493 -0.67900 2.27236 -1.772 1.181 -0.090
C 4.08043 -0.46084 3.71088 0.496 1.029 0.196
C 4.95951 -0.52247 4.78876 0.417 -0.694 0.464
C 4.58176 -0.11180 6.08887 -0.769 0.421 -0.945
C 3.28246 0.42467 6.24743 0.934 -0.464 -0.395
Cl 2.78887 0.98937 7.80435 -0.027 0.083 0.402
C 2.39231 0.54645 5.18838 0.077 0.438 -0.062
C 2.83769 0.15239 3.93132 -1.379 -0.827 -1.804
C 3.87877 -2.83446 -0.16840 0.296 0.223 -0.533
N 2.57610 -2.08303 -0.09425 1.491 -1.167 -0.276
C 1.95338 -1.46506 -1.11203 1.255 0.443 -0.835
N 0.85497 -0.88783 -0.68068 0.055 0.152 -0.953
C 0.78322 -1.25666 0.61731 1.065 0.967 2.398
N 1.80214 -2.01111 1.02772 0.293 0.451 -0.389
H 3.69580 -6.36327 1.89529 0.235 0.565 -0.666
H 4.16538 -5.80264 0.22033 -0.266 0.246 0.662
H 2.64095 -5.17656 1.11166 1.441 -0.280 -0.291
H 5.51045 -5.75119 3.30179 0.213 0.499 -0.319
H 6.55513 -4.35705 2.90853 -0.020 -0.110 -0.070
H 6.34465 -5.73723 1.73853 -0.469 0.949 0.526
H 3.26542 -4.59589 3.73710 0.146 0.131 -0.502
H 2.95000 -3.16048 2.72008 -0.174 -0.045 0.150
H 4.32816 -3.23650 3.80286 0.440 0.320 0.249
H 6.95072 -3.19006 0.52526 -0.591 -0.134 0.073
H 6.31808 -1.40169 1.32697 -0.593 -0.508 0.250
H 5.88843 -2.28024 2.79689 0.105 0.048 -0.208
H 3.63682 -0.61672 1.70262 0.696 -0.257 -0.192
H 5.15959 0.22923 1.99623 -0.407 -0.289 0.282
H 5.94812 -0.97438 4.54004 -0.601 0.557 0.763
H 5.25141 -0.08397 6.94559 -0.041 -0.271 -0.287
H 1.40778 1.03082 5.35245 0.762 -0.575 -0.256
H 2.12747 0.19864 3.03144 0.983 0.103 1.472
H 3.64947 -3.85543 -0.49072 0.031 0.248 0.106
H 4.45646 -2.39358 -1.02644 -0.579 -0.142 0.966
H 2.37537 -1.37866 -2.14811 -0.446 -0.223 1.278
H 0.04584 -0.79973 1.33237 1.295 -0.444 -0.640
C 1.27947 1.11219 -4.06551 -0.999 0.273 -0.684
O 0.41102 1.38681 -2.95871 1.140 0.310 -0.284
H 2.26166 0.84959 -3.77755 1.107 -0.631 0.791
H 1.45539 1.95596 -4.75756 -0.674 0.036 0.328
H 0.85664 0.28447 -4.65525 -0.012 0.319 0.365
H 0.80229 2.09040 -2.39942 -0.318 -0.544 -0.410
```
Positions in Å, forces in eV/Å.

Here are the Mulliken charges for atoms 1 to 6, given in e: number 1, Ca, carries 1.357; number 2, I, carries 0.090; number 3, C, carries 0.054; number 4, C, carries -0.755; number 5, C, carries -0.379; number 6, C, carries -0.882